No. 1
Computed, not measured: C9H10NO6Rh as an isolated structure at a distorted geometry, with the ωB97M-V functional and the def2-TZVPD basis.

The value obtained for the LUMO energy (spin up / spin down) is -7.4 / -11.9 eV. Its spin multiplicity is 5. Its total energy is -26253.88806 eV. The expectation value of S² is 6.04. For the orbital gap (spin up / spin down), the calculation gives 4.917 / 7.289 eV. The charge is +2.

Structure (XYZ):
```
27
Properties=species:S:1:pos:R:3:lowdin_charge:R:1
O 0.222 -0.257 -5.889 0.142
C -0.318 -0.284 -4.852 0.016
Rh -0.561 -0.281 -2.404 0.744
O 2.287 -0.295 -3.480 0.154
C 1.226 -0.276 -2.957 -0.272
C -2.697 -0.320 -1.950 -0.140
O -3.582 -0.313 -1.188 0.205
C -0.585 -2.239 -2.070 -0.138
O -0.688 -3.367 -1.949 0.206
C -0.710 1.675 -2.301 -0.164
O -0.867 2.849 -2.273 0.130
H -2.463 -0.446 -3.059 0.106
C 0.834 0.557 3.709 0.074
N 0.932 -0.030 2.366 0.026
C 1.978 -1.021 2.122 0.067
C 0.144 0.262 1.318 -0.378
C -0.971 1.272 1.542 0.062
O 0.322 -0.279 0.197 0.081
H 1.595 0.143 4.302 0.100
H -0.105 0.333 4.163 0.136
H 0.969 1.614 3.682 0.134
H 1.501 -1.973 1.833 0.146
H 2.638 -0.649 1.319 0.146
H 2.550 -1.160 3.032 0.114
H -0.859 2.076 0.806 0.107
H -1.929 0.754 1.414 0.116
H -0.865 1.657 2.565 0.081
```

No. 2
Computed, not measured: C9H10O2S as an isolated structure at a distorted geometry, with the ωB97M-V functional and the def2-TZVPD basis.

The value obtained for the LUMO energy is -0.2 eV. The calculation puts the energy above the lowest of the compared OMol25 structures with the same formula, charge and spin at 292.1 kJ/mol. Its total energy is -24421.08087 eV. For the orbital gap, the calculation gives 8.052 eV.

Structure (XYZ):
```
22
Properties=species:S:1:pos:R:3:lowdin_charge:R:1
C -1.138 0.047 -2.072 -0.095
C -0.487 -1.136 -1.566 -0.108
C -1.044 1.284 -1.594 -0.060
C -0.098 -1.514 -0.337 -0.085
C -0.794 1.448 0.890 -0.085
C -0.699 0.227 1.398 -0.076
C -0.214 1.758 -0.448 -0.334
C 0.242 -0.738 0.867 -0.346
C 1.105 -1.482 1.896 -0.021
O 1.965 0.389 -1.567 -0.314
O 2.183 1.586 0.616 -0.347
S 1.342 0.858 -0.331 0.815
H -1.803 -0.149 -2.825 0.081
H -0.543 -1.925 -2.318 0.112
H -1.675 2.024 -2.154 0.130
H 0.360 -2.587 -0.176 0.150
H -1.396 2.104 1.372 0.086
H -1.209 0.050 2.376 0.141
H 0.049 2.781 -0.327 0.123
H 1.152 -1.055 2.942 0.120
H 2.036 -1.541 1.474 0.057
H 0.665 -2.428 1.885 0.057
```

No. 3
Computed, not measured: a 2-piece molecular cluster, C9H10O2S overall, with the ωB97M-V functional and the def2-TZVPD basis.

The value obtained for the LUMO energy is -1.1 eV. The calculation puts the energy above the lowest of the compared OMol25 structures with the same formula, charge and spin at 109.6 kJ/mol. Its total energy is -24422.97216 eV. For the orbital gap, the calculation gives 7.490 eV.

Structure (XYZ):
```
22
Properties=species:S:1:pos:R:3:lowdin_charge:R:1
C -2.608 0.524 -0.057 -0.097
C -1.998 -0.227 -1.159 -0.087
C -2.082 1.592 0.532 -0.099
C -0.816 -0.830 -1.125 -0.064
C 0.385 1.578 0.219 -0.101
C 0.606 0.184 0.623 -0.104
C -0.790 2.197 0.193 -0.099
C 0.076 -0.891 0.044 -0.287
C 0.472 -2.275 0.477 -0.045
O 4.504 0.548 -1.182 -0.419
O 4.153 -0.938 0.714 -0.425
S 3.946 0.355 0.125 0.865
H -3.605 0.197 0.219 0.103
H -2.615 -0.312 -2.048 0.105
H -2.658 2.125 1.279 0.103
H -0.473 -1.401 -1.983 0.116
H 1.286 2.142 -0.002 0.090
H 1.293 0.049 1.452 0.100
H -0.833 3.251 -0.056 0.103
H -0.276 -3.005 0.179 0.079
H 0.617 -2.320 1.553 0.084
H 1.415 -2.543 0.003 0.080
```

No. 4
Computed, not measured: C9H10O3 as an isolated structure at a distorted geometry, with the ωB97M-V functional and the def2-TZVPD basis.

The value obtained for the LUMO energy is 0.0 eV. The calculation puts the energy above the lowest of the compared OMol25 structures with the same formula, charge and spin at 741.2 kJ/mol. Its total energy is -15630.31996 eV. For the orbital gap, the calculation gives 8.941 eV.

Structure (XYZ):
```
22
Properties=species:S:1:pos:R:3:lowdin_charge:R:1
C 0.941 2.938 -0.480 -0.090
C 0.375 1.758 -1.602 -0.141
C 1.230 0.408 -1.397 -0.343
C 0.394 -0.805 -0.696 -0.071
C 1.047 -1.767 -0.001 -0.038
C 0.436 -2.581 1.080 -0.025
C -0.771 -2.085 1.548 -0.259
C -1.533 -1.004 0.880 0.024
C -0.949 -0.323 -0.238 -0.278
H 0.403 4.133 -0.494 0.132
H 0.591 2.740 0.522 0.006
H 2.118 2.898 -0.561 0.084
H -0.734 1.812 -1.792 0.085
H 0.999 2.036 -2.594 0.130
H 2.125 -2.251 -0.226 0.165
H 0.812 -3.562 1.385 0.115
H -1.957 -2.628 3.551 0.234
H -2.477 -0.540 1.541 0.169
H -2.641 0.535 -0.792 0.290
O 2.390 0.364 -1.625 0.091
O -1.322 -2.968 2.618 -0.147
O -1.478 0.892 -0.627 -0.132
```

No. 5
Computed, not measured: C9H11AsF6K2N2O3 as an isolated structure at a distorted geometry, with the ωB97M-V functional and the def2-TZVPD basis.

The value obtained for the LUMO energy is -0.8 eV. Its total energy is -128433.77495 eV. For the orbital gap, the calculation gives 7.096 eV.

Structure (XYZ):
```
34
Properties=species:S:1:pos:R:3:lowdin_charge:R:1
K 1.977 2.281 0.580 0.895
K -3.842 1.523 3.237 0.938
As -2.021 3.349 -0.351 0.793
F -2.323 5.072 -0.331 -0.245
F -3.725 3.123 -0.743 -0.267
F -1.869 1.594 -0.398 -0.252
F -0.373 3.531 0.164 -0.294
F -2.500 3.249 1.348 -0.318
F -1.499 3.472 -2.002 -0.247
O -0.128 0.458 0.875 -0.091
C -0.184 0.551 2.292 -0.822
O 0.885 0.716 2.902 -0.046
O -1.322 0.365 2.804 -0.139
H -1.118 0.350 0.939 0.085
N 0.300 0.674 -2.222 0.033
C 1.370 -0.136 -2.363 -0.150
C 2.474 0.613 -2.685 -0.110
C 1.966 1.943 -2.902 -0.130
C 0.664 1.980 -2.507 -0.157
H -0.616 0.413 -1.896 0.134
H 1.322 -1.193 -2.149 0.114
H 3.496 0.294 -2.797 0.085
H 2.531 2.818 -3.190 0.091
H -0.099 2.735 -2.589 0.077
N 0.754 -5.083 1.423 -0.005
C 1.624 -4.039 1.300 -0.145
C 0.906 -2.872 1.293 -0.101
C -0.450 -3.206 1.516 -0.097
C -0.507 -4.587 1.588 -0.144
H 1.069 -6.029 1.337 0.140
H 2.680 -4.241 1.210 0.104
H 1.233 -1.863 1.105 0.083
H -1.335 -2.594 1.484 0.088
H -1.340 -5.259 1.726 0.100
```

No. 6
Computed, not measured: a 2-piece molecular cluster, C9H11BN2 overall at a distorted geometry, with the ωB97M-V functional and the def2-TZVPD basis.

The value obtained for the LUMO energy (spin up / spin down) is -0.9 / -0.9 eV. The calculation puts the energy above the lowest of the compared OMol25 structures with the same formula, charge and spin at 479.5 kJ/mol. Its total energy is -13164.07206 eV. For the orbital gap (spin up / spin down), the calculation gives 7.251 / 7.251 eV.

Structure (XYZ):
```
23
Properties=species:S:1:pos:R:3:lowdin_charge:R:1
B 0.107 0.685 -0.343 -0.023
C 1.824 -0.595 1.735 -0.359
C -1.594 -3.289 0.088 -0.028
C -2.173 -2.151 0.803 -0.035
C -0.494 -3.118 -0.782 -0.017
C -1.673 -0.855 0.620 -0.051
C 0.025 -1.754 -0.890 -0.028
C -0.523 -0.664 -0.175 -0.206
C 0.165 2.989 -1.275 -0.081
C 1.695 2.389 0.437 -0.046
N 1.998 -1.365 2.580 -0.154
N 0.617 1.910 -0.459 -0.111
H -2.013 -4.210 0.257 0.068
H -3.048 -2.345 1.475 0.117
H 0.000 -3.839 -1.368 0.084
H -2.063 0.021 1.126 0.113
H 1.040 -1.502 -1.333 0.131
H 1.039 3.320 -2.047 0.145
H -0.764 2.858 -1.834 0.090
H 0.079 3.958 -0.638 0.120
H 1.062 3.035 1.161 0.135
H 2.212 1.682 1.089 0.024
H 2.483 2.842 -0.227 0.112
```

No. 7
Computed, not measured: an isolated ion of composition C9H11ClFN2 and charge +1 at a distorted geometry, with the ωB97M-V functional and the def2-TZVPD basis.

The value obtained for the LUMO energy is -3.9 eV. The calculation puts the energy above the lowest of the compared OMol25 structures with the same formula, charge and spin at 0.0 kJ/mol. Its total energy is -27724.08691 eV. For the orbital gap, the calculation gives 7.794 eV. The charge is +1.

Structure (XYZ):
```
24
Properties=species:S:1:pos:R:3:lowdin_charge:R:1
C 2.095 2.469 -0.214 0.019
N 2.101 1.169 -0.841 -0.098
C 3.281 0.774 -1.594 0.023
C 1.156 0.290 -0.705 -0.148
F 1.305 -0.896 -1.214 0.208
N -0.197 0.495 0.087 0.166
C -1.171 -0.452 0.395 -0.271
C -2.407 0.069 0.789 -0.018
C -3.421 -0.772 1.192 -0.082
C -3.208 -2.149 1.201 -0.668
Cl -4.472 -3.197 1.698 0.722
C -1.979 -2.669 0.814 -0.080
C -0.958 -1.827 0.416 -0.018
H 2.646 2.432 0.729 0.125
H 2.585 3.186 -0.871 0.113
H 1.085 2.815 -0.016 0.094
H 3.836 -0.004 -1.068 0.117
H 2.998 0.388 -2.574 0.116
H 3.924 1.639 -1.728 0.108
H -0.432 1.461 0.249 0.117
H -2.567 1.136 0.779 0.118
H -4.369 -0.367 1.502 0.115
H -1.820 -3.735 0.835 0.115
H -0.011 -2.256 0.139 0.106
```

No. 8
Computed, not measured: a single C9H11ClNP molecule at a distorted geometry, with the ωB97M-V functional and the def2-TZVPD basis.

The value obtained for the LUMO energy is 0.6 eV. The calculation puts the energy above the lowest of the compared OMol25 structures with the same formula, charge and spin at 81.9 kJ/mol. Its total energy is -32811.56927 eV. For the orbital gap, the calculation gives 8.985 eV.

Structure (XYZ):
```
23
Properties=species:S:1:pos:R:3:lowdin_charge:R:1
C 0.203 -2.902 0.471 -0.110
C 0.453 -1.451 0.706 -0.356
C 1.082 -1.073 1.907 -0.065
C 1.322 0.215 2.232 -0.097
C 0.939 1.263 1.392 -0.076
C 0.451 1.050 0.146 -0.152
C 0.160 -0.505 -0.242 -0.309
P -0.604 -0.823 -1.827 0.551
Cl -2.395 -1.504 -1.221 0.276
N -0.982 0.740 -2.481 -0.275
C -1.381 1.673 -1.421 -0.251
C -0.026 2.136 -0.784 -0.153
H 0.527 -3.543 1.425 0.115
H -0.934 -3.199 0.164 0.080
H 0.685 -3.175 -0.472 0.061
H 1.332 -1.838 2.755 0.145
H 1.749 0.526 3.071 0.059
H 1.095 2.363 1.713 0.142
H -0.213 0.853 -3.095 0.037
H -2.076 1.161 -0.877 0.044
H -1.801 2.642 -1.827 0.124
H -0.341 3.108 -0.306 0.129
H 0.754 2.282 -1.430 0.081
```

No. 9
Computed, not measured: a 2-piece molecular cluster, C9H11F3N3 overall at a distorted geometry, with the ωB97M-V functional and the def2-TZVPD basis.

The value obtained for the LUMO energy (spin up / spin down) is -5.8 / -5.8 eV. The calculation puts the energy above the lowest of the compared OMol25 structures with the same formula, charge and spin at 85.1 kJ/mol. Its total energy is -22123.34734 eV. For the orbital gap (spin up / spin down), the calculation gives 7.348 / 7.341 eV. The charge is +1.

Structure (XYZ):
```
26
Properties=species:S:1:pos:R:3:lowdin_charge:R:1
C 1.967 1.000 1.047 0.034
C 1.457 -0.212 1.330 0.005
C 1.651 1.531 -0.233 -0.226
C 0.158 -0.136 -0.589 -0.403
C -3.829 -1.134 -1.031 0.123
C -2.995 -0.343 -0.534 0.084
C 2.240 2.870 -0.572 -0.018
C -0.253 -1.948 0.873 0.011
C -2.790 0.777 0.337 -0.594
N 0.737 0.983 -1.049 0.216
N 0.531 -0.790 0.542 -0.043
N -0.826 -0.743 -1.297 0.173
F -3.960 1.135 0.878 0.182
F -2.340 1.849 -0.372 0.143
F -1.893 0.652 1.377 0.128
H 2.602 1.551 1.688 0.122
H 1.798 -0.574 2.231 0.126
H -3.726 -1.767 -1.919 0.118
H -4.857 -1.350 -0.560 0.160
H 3.234 2.820 -0.953 0.084
H 2.384 3.595 0.233 0.098
H 1.954 3.472 -1.422 0.089
H -1.230 -1.612 0.666 0.037
H 0.172 -2.610 0.124 0.117
H -0.177 -2.276 1.997 0.161
H -0.912 -0.191 -2.124 0.073
```

No. 10
Computed, not measured: C9H11F6OPRhS2 as an isolated structure, with the ωB97M-V functional and the def2-TZVPD basis.

The value obtained for the LUMO energy (spin up / spin down) is -9.6 / -9.7 eV. Its spin multiplicity is 2. Its total energy is -61817.69295 eV. The expectation value of S² is 0.76. For the orbital gap (spin up / spin down), the calculation gives 6.882 / 8.122 eV. The charge is +2.

Structure (XYZ):
```
31
Properties=species:S:1:pos:R:3:lowdin_charge:R:1
Rh -0.401 0.448 0.545 0.910
C -2.639 -2.166 1.347 0.006
C -2.020 -0.846 1.665 -0.272
C -0.781 -0.779 2.370 -0.046
C -0.229 0.440 2.835 -0.049
C -0.822 1.659 2.465 -0.047
C -1.932 1.619 1.597 -0.130
C -2.567 0.381 1.263 -0.059
H -3.200 -2.505 2.222 0.121
H -1.879 -2.917 1.136 0.106
H -3.331 -2.101 0.510 0.101
H -0.240 -1.696 2.575 0.158
H 0.702 0.421 3.387 0.145
H -0.367 2.604 2.730 0.149
H -2.347 2.548 1.226 0.140
H -3.461 0.402 0.651 0.147
C 1.616 -0.401 -4.329 0.126
O 0.488 -0.266 -3.336 0.008
C 0.262 0.789 -2.748 -1.038
S 0.679 2.381 -2.555 1.013
S -0.951 1.308 -1.589 0.836
H 2.507 -0.590 -3.739 0.108
H 1.664 0.520 -4.903 0.118
H 1.318 -1.249 -4.933 0.122
F 1.752 1.384 0.124 -0.256
P 2.698 0.000 -0.036 0.241
F 3.318 -1.407 -0.252 -0.044
F 4.007 0.789 0.204 -0.028
F 1.071 -0.771 -0.318 -0.319
F 2.674 0.288 -1.621 -0.151
F 2.412 -0.284 1.508 -0.115
```

No. 11
Computed, not measured: a 2-piece molecular cluster, C9H11I2N2 overall at a distorted geometry, with the ωB97M-V functional and the def2-TZVPD basis.

The value obtained for the LUMO energy (spin up / spin down) is -4.1 / -4.1 eV. The calculation puts the energy above the lowest of the compared OMol25 structures with the same formula, charge and spin at 93.4 kJ/mol. Its total energy is -28684.41153 eV. For the orbital gap (spin up / spin down), the calculation gives 7.529 / 7.528 eV. The charge is +1.

Structure (XYZ):
```
24
Properties=species:S:1:pos:R:3:lowdin_charge:R:1
C 2.719 -1.345 -1.762 -0.035
C 1.910 -2.421 -1.413 -0.052
C 2.388 -0.060 -1.366 -0.021
C 0.752 -2.200 -0.707 -0.007
C 1.246 0.177 -0.614 -0.168
C 0.394 -0.898 -0.315 -0.205
C 0.976 1.592 -0.137 -0.178
C -0.743 -0.618 0.482 -0.131
C -0.256 1.931 0.633 -0.673
N -0.128 2.802 1.665 0.109
N -1.825 -1.303 0.583 0.134
I -5.359 0.207 2.248 0.413
I -2.094 2.109 -0.398 0.995
H 3.620 -1.509 -2.334 0.117
H 2.184 -3.422 -1.706 0.116
H 3.038 0.761 -1.630 0.124
H 0.112 -3.024 -0.424 0.116
H 1.848 1.907 0.443 0.136
H 0.957 2.206 -1.046 0.137
H -0.956 3.138 2.135 0.103
H 0.742 2.856 2.174 0.131
H -2.037 -2.143 0.042 0.136
H -6.927 0.249 2.238 -0.356
H -2.563 -0.990 1.208 0.059
```

No. 12
Computed, not measured: C9H11I2O7PtS2Se3Te as an isolated structure, with the ωB97M-V functional and the def2-TZVPD basis.

The value obtained for the LUMO energy (spin up / spin down) is 1.3 / -0.9 eV. Its spin multiplicity is 5. The calculation puts the energy above the lowest of the compared OMol25 structures with the same formula, charge and spin at 261.6 kJ/mol. Its total energy is -268294.30025 eV. The expectation value of S² is 6.05. For the orbital gap (spin up / spin down), the calculation gives 6.725 / 5.161 eV. The charge is -1.

Structure (XYZ):
```
36
Properties=species:S:1:pos:R:3:lowdin_charge:R:1
Pt -0.032 0.036 0.171 0.703
Se 0.242 -3.266 -1.411 0.177
Se -0.016 -4.285 -3.392 -0.040
Te -0.701 -1.468 -4.605 0.567
Se -0.099 -0.919 -2.013 0.181
O 0.079 4.504 0.419 -0.285
S 0.578 3.447 1.254 0.402
O 1.522 3.809 2.291 -0.354
O -0.505 2.578 1.776 -0.652
C 1.587 2.448 0.109 -0.261
C 2.879 2.162 0.548 -0.068
C 3.869 1.744 -0.329 -0.086
C 3.591 1.625 -1.681 -0.077
C 2.301 1.857 -2.135 -0.076
C 1.306 2.246 -1.254 -0.276
S -0.379 2.265 -1.879 0.453
O -0.363 1.297 -2.997 -0.582
O -0.758 3.581 -2.277 -0.256
O -1.119 1.694 -0.722 -0.480
H 3.102 2.330 1.593 0.107
H 4.862 1.531 0.045 0.107
H 4.364 1.326 -2.378 0.104
H 2.043 1.695 -3.173 0.112
I 0.152 0.718 3.307 0.535
I 0.852 -1.230 5.025 0.039
C 3.230 -1.806 0.409 -0.054
C 2.001 -1.882 1.308 -0.606
C 1.897 -3.236 1.994 -0.099
O 0.830 -1.702 0.539 -0.660
H 4.152 -1.836 0.995 0.082
H 3.213 -0.878 -0.163 0.054
H 3.235 -2.647 -0.290 0.069
H 2.086 -1.099 2.069 0.037
H 1.942 -4.037 1.252 0.064
H 0.957 -3.312 2.540 0.045
H 2.719 -3.373 2.700 0.075
```